Below is a 7-piece molecular cluster, C36H89N7O2 overall at a distorted geometry, with properties calculated with wB97M-V/def2-TZVPD.

Structure (XYZ):
```
134
Properties=species:S:1:pos:R:3:forces:R:3
C -3.205 1.215 0.695 -1.22 -0.15 0.36
C -4.564 1.361 1.391 -0.23 -0.64 -0.30
N -4.503 1.619 2.827 0.39 0.87 -0.06
C -5.836 1.867 3.355 -0.50 -1.14 -0.08
C -6.739 0.626 3.245 0.28 -0.22 -0.03
C -3.631 2.766 3.151 0.56 -0.15 -0.08
C -3.295 2.890 4.657 -1.08 -0.16 -0.16
H -2.720 0.341 1.126 0.48 0.25 -0.01
H -2.622 2.127 0.781 0.28 -0.17 -0.25
H -3.447 0.991 -0.343 0.34 0.10 -0.16
H -5.252 2.052 0.851 0.45 0.26 0.25
H -5.056 0.389 1.267 0.06 0.11 0.07
H -5.725 2.029 4.425 -0.14 0.60 -0.03
H -6.335 2.704 2.831 0.20 0.15 0.31
H -7.734 0.800 3.655 0.04 0.18 0.08
H -6.876 0.277 2.220 -0.02 0.14 0.03
H -6.285 -0.199 3.804 -0.06 0.08 -0.06
H -4.023 3.712 2.724 -0.14 -0.17 0.28
H -2.669 2.627 2.650 -0.26 -0.16 -0.01
H -2.226 2.857 4.831 0.10 0.20 0.05
H -3.748 2.058 5.203 0.21 -0.14 -0.10
H -3.749 3.776 5.106 0.31 0.12 -0.07
C 0.288 1.115 5.738 -0.42 0.54 -0.23
C 0.805 2.428 5.178 0.70 -0.12 0.47
N 2.235 2.633 5.452 -0.33 0.16 -0.33
C 3.093 1.859 4.573 -0.01 -0.71 0.14
C 4.366 1.361 5.265 0.14 -0.03 -0.60
C 2.580 4.050 5.425 0.11 -0.31 0.51
C 2.360 4.719 6.772 -0.62 1.04 0.07
H 0.401 1.119 6.821 -0.08 -0.16 0.03
H 0.773 0.240 5.318 0.13 -0.02 -0.07
H -0.769 1.090 5.452 0.02 -0.38 0.30
H 0.580 2.474 4.102 0.01 0.23 -0.03
H 0.294 3.238 5.705 -0.18 0.01 -0.26
H 2.507 0.995 4.243 0.17 0.01 -0.01
H 3.388 2.393 3.655 -0.21 0.12 0.05
H 5.131 2.141 5.308 -0.10 0.01 0.20
H 4.178 0.975 6.264 -0.13 0.07 0.03
H 4.790 0.554 4.659 0.06 0.03 0.09
H 1.999 4.560 4.642 0.29 0.15 -0.10
H 3.646 4.099 5.202 -0.01 0.20 -0.21
H 2.619 4.071 7.605 0.23 -0.07 -0.03
H 1.325 5.057 6.931 0.04 -0.42 -0.12
H 2.912 5.667 6.835 0.20 -0.32 0.02
C -3.766 1.785 -3.024 0.05 0.30 -0.27
C -2.322 1.484 -3.362 -0.01 0.31 1.11
N -2.147 0.759 -4.588 0.33 0.18 -0.22
C -0.839 1.037 -5.169 0.33 -0.97 -0.44
C -0.871 2.244 -6.060 -0.04 0.59 -0.30
C -2.366 -0.666 -4.425 0.21 -0.56 -0.81
C -2.658 -1.330 -5.793 -1.17 0.63 0.26
H -3.787 2.508 -2.207 -0.20 -0.17 0.12
H -4.310 0.883 -2.751 -0.16 0.05 0.06
H -4.233 2.250 -3.892 -0.17 -0.06 0.02
H -1.786 2.437 -3.390 0.04 -0.03 -0.35
H -1.881 0.963 -2.488 0.09 -0.19 -0.27
H -0.026 1.070 -4.420 -0.25 0.24 0.14
H -0.564 0.182 -5.798 -0.06 0.05 0.09
H -1.093 3.154 -5.497 0.00 0.02 -0.09
H 0.059 2.397 -6.613 0.10 -0.04 0.23
H -1.652 2.104 -6.808 -0.08 0.07 0.07
H -3.259 -0.840 -3.823 0.14 0.11 0.23
H -1.491 -1.109 -3.913 -0.22 -0.17 0.00
H -3.581 -0.855 -6.158 0.22 0.04 0.02
H -2.941 -2.381 -5.722 0.49 -0.12 0.12
H -1.928 -1.157 -6.579 0.32 -0.21 0.18
C 0.185 -6.413 -2.469 -0.60 -0.79 0.20
C 0.726 -5.009 -2.504 0.97 -0.02 0.09
N -0.258 -3.989 -2.702 -0.20 0.82 0.69
C -0.812 -3.951 -4.003 -0.68 -0.41 -1.41
C 0.133 -3.406 -5.053 0.02 0.52 0.18
C -1.219 -3.860 -1.627 -1.33 -0.43 -0.05
C -0.644 -3.283 -0.363 1.17 -0.33 0.11
H -0.452 -6.606 -3.336 0.10 -0.06 0.03
H -0.437 -6.574 -1.583 0.05 0.02 -0.06
H 0.953 -7.187 -2.446 0.16 0.17 -0.05
H 1.262 -4.782 -1.578 0.04 -0.08 0.02
H 1.469 -4.924 -3.302 0.02 0.02 0.02
H -1.700 -3.324 -4.036 -0.04 0.11 0.40
H -1.175 -4.931 -4.373 0.00 -0.01 0.18
H 0.565 -2.471 -4.691 -0.15 -0.16 -0.08
H -0.436 -3.150 -5.948 0.21 -0.35 -0.21
H 0.946 -4.100 -5.254 0.05 0.00 -0.34
H -2.056 -3.261 -2.000 0.29 0.32 0.02
H -1.734 -4.812 -1.378 0.28 0.03 -0.11
H -1.379 -2.882 0.326 -0.10 0.09 -0.04
H -0.089 -4.063 0.172 -0.21 0.04 0.13
H 0.114 -2.538 -0.618 -0.34 0.29 0.08
C 5.470 2.005 -1.404 0.70 0.86 -0.57
C 5.244 0.988 -2.514 0.47 -0.32 -0.13
N 3.851 0.685 -2.740 -0.46 -0.35 0.18
C 3.682 -0.624 -3.385 0.25 0.51 -0.46
C 2.249 -1.115 -3.470 0.16 -0.54 -0.13
C 3.082 1.781 -3.324 -0.56 -0.45 -0.30
C 3.081 1.899 -4.852 0.62 0.39 -0.11
H 5.466 3.017 -1.832 -0.28 -0.10 0.18
H 6.480 1.928 -0.993 -0.14 -0.27 0.09
H 4.742 1.977 -0.600 -0.11 -0.28 0.05
H 5.759 1.309 -3.440 -0.11 0.18 0.10
H 5.730 0.035 -2.290 -0.02 0.08 0.32
H 4.111 -0.605 -4.410 -0.15 0.03 0.18
H 4.323 -1.323 -2.844 -0.22 -0.10 0.13
H 1.804 -1.403 -2.517 0.04 0.29 0.05
H 1.597 -0.404 -3.980 -0.01 0.01 0.09
H 2.235 -2.033 -4.066 0.20 0.23 0.07
H 3.429 2.711 -2.876 0.00 0.03 -0.01
H 2.031 1.660 -3.017 0.16 0.06 0.02
H 4.077 2.137 -5.247 -0.09 0.03 0.13
H 2.419 2.721 -5.136 0.00 -0.11 -0.06
H 2.772 0.995 -5.375 -0.24 -0.04 0.18
C -0.041 -2.481 5.737 -0.35 -1.16 0.22
N -0.699 -3.239 4.684 0.57 0.16 -0.52
C -0.223 -3.796 3.524 0.08 0.12 0.28
C 1.173 -3.472 3.038 0.40 0.53 0.30
O -0.921 -4.575 2.908 -0.30 -0.25 -0.30
H 1.003 -2.270 5.563 0.15 0.24 -0.56
H -0.032 -3.144 6.611 -0.08 0.44 0.25
H -0.612 -1.581 5.936 0.18 0.21 0.17
H -1.614 -3.582 4.923 -0.12 -0.08 -0.10
H 1.334 -3.870 2.042 -0.24 -0.31 0.05
H 1.923 -3.893 3.715 -0.08 -0.02 -0.03
H 1.381 -2.402 2.954 -0.25 0.08 0.25
C 2.771 -1.137 0.105 0.70 -0.16 -0.29
N 2.089 0.039 -0.343 -0.60 0.45 -0.16
C 0.829 0.349 0.063 0.32 0.01 0.77
C 0.292 1.667 -0.415 -0.57 0.10 -0.05
O 0.189 -0.310 0.878 0.35 0.02 -0.40
H 3.648 -0.887 0.712 -0.23 0.03 0.27
H 3.187 -1.674 -0.753 -0.28 -0.18 0.03
H 2.072 -1.757 0.653 0.03 -0.14 0.10
H 2.528 0.569 -1.093 0.02 -0.14 0.18
H -0.013 2.208 0.479 0.24 0.20 0.07
H -0.650 1.509 -0.939 0.12 -0.10 -0.20
H 0.965 2.267 -1.024 0.06 -0.05 0.02
```
Positions in Å, forces in eV/Å.

Calculated values
- highest occupied orbital energy (eV) = -7.931
- ΔE to the lowest compared entry with this formula, charge and spin (kcal per mole) = 20.8
- LUMO energy (eV) = 0.6
- electronic energy (eV) = -53300.41244
- SMILES string = CCN(CC)CC.CCN(CC)CC.CCN(CC)CC.CCN(CC)CC.CCN(CC)CC.CNC(C)=O.CNC(C)=O

These are the Löwdin partial charges, in e, on atoms 1 to 8:
1. C -0.08
2. C -0.27
3. N -0.19
4. C -0.27
5. C -0.09
6. C -0.24
7. C -0.07
8. H 0.08